DFT (ωB97M-V with the def2-TZVPD basis set) results for a molecular structure, C20H17BrN5O2Pd.

As for the total energy: -106057.1344 eV. As for the total charge: +3. The calculation puts the max |F| at 0.75 eV/Å. The HOMO energy (alpha / beta) comes out at -17.4 / -17.4 eV. As for the orbital gap (alpha / beta): 4.2 / 4.2 eV. As for the relative energy (zero: lowest compared OMol25 entry of this formula, charge and spin): 3.34 kcal per mole.

Cartesian coordinates (Å):
Pd -0.1391 -0.0272 -0.0517
Br -5.0826 1.9830 4.9154
C -4.0043 1.7601 3.4839
C -4.0242 2.7498 2.4329
C -3.2212 2.5737 1.3785
C -2.3204 1.3993 1.2801
O -1.6048 1.3346 0.2879
C -2.3305 0.3795 2.3783
C -1.5304 -0.8293 2.3955
N -0.6701 -1.1690 1.4967
C 0.0820 -2.3532 1.5672
C -0.1377 -3.3912 2.4570
C 0.7159 -4.4987 2.4656
C 1.7822 -4.5609 1.6014
C 2.0234 -3.5232 0.6681
C 3.1053 -3.5308 -0.2442
C 3.2608 -2.4862 -1.1116
C 2.3324 -1.4367 -1.0920
N 1.3091 -1.4124 -0.2579
C 1.1484 -2.4297 0.6374
C -3.1663 0.6022 3.4280
H -4.6798 3.6065 2.5203
H -3.1781 3.2772 0.5565
H -1.6894 -1.4727 3.2543
H -0.9716 -3.3820 3.1455
H 0.5310 -5.3050 3.1613
H 2.4490 -5.4141 1.6202
H 3.8018 -4.3602 -0.2432
H 4.0779 -2.4508 -1.8175
H 2.4226 -0.6027 -1.7730
H -3.2169 -0.0984 4.2522
C 0.9891 3.2228 -4.4898
N 0.9546 2.6244 -3.1578
C 1.7231 3.1242 -2.0201
C 1.3520 2.1249 -0.9469
O 1.6486 2.0782 0.2206
N 0.5286 1.1638 -1.5278
C 0.3203 1.5078 -2.8204
N -0.4187 0.7924 -3.6579
H 1.2734 4.2668 -4.3898
H -0.0008 3.1975 -4.9438
H 1.7109 2.7209 -5.1340
H 1.4321 4.1364 -1.7374
H 2.7973 3.1107 -2.2152
H -0.8688 -0.0506 -3.3458
H -0.5164 1.0479 -4.6269